Computed, not measured: C2H4N2O in the gas phase, with wB97M-V/def2-TZVPD.

Summary:
HOMO level in eV: -8.794
E_LUMO in eV: 0.2
Frontier orbital gap in eV: 9.01
Energy above the lowest of the compared OMol25 structures with the same formula, charge and spin in eV: 2.648
Structure (SMILES): C/N=N/C=O

```
! RIJCOSX wB97M-V def2-TZVPD def2/J DEFGRID3
* xyz 0 1
C 0.944 -0.188 0.067
N -0.453 0.039 0.353
N -1.324 -0.456 -0.372
C -2.841 -0.109 0.350
O -3.757 0.091 -0.355
H 1.464 0.723 0.358
H 1.213 -0.395 -0.930
H 1.405 -0.870 0.715
H -2.587 0.058 1.422
*
```

Computed, not measured: 2 unconnected molecules or ions with the total composition C2H4N2O2, with wB97M-V/def2-TZVPD.

Summary:
HOMO level in eV: 1.985
E_LUMO in eV: 7.2
Frontier orbital gap in eV: 5.18
Energy above the lowest of the compared OMol25 structures with the same formula, charge and spin in eV: 3.610

```
! RIJCOSX wB97M-V def2-TZVPD def2/J DEFGRID3
* xyz -2 1
C 0.748 0.725 0.381
C -0.517 0.181 -0.178
N 1.676 0.748 -0.525
N 0.236 -0.979 -0.507
O 2.837 1.088 -0.111
O 0.310 -1.843 0.361
H -3.955 -1.562 -0.306
H 0.983 0.983 1.415
H -1.385 0.000 0.529
H -0.933 0.659 -1.058
*
```

Computed, not measured: C2H4N2O2 in the gas phase, with wB97M-V/def2-TZVPD.

Summary:
HOMO level in eV: -8.768
E_LUMO in eV: -0.1
Frontier orbital gap in eV: 8.64
Energy above the lowest of the compared OMol25 structures with the same formula, charge and spin in eV: 6.640
Structure (SMILES): C=CNON=O

```
! RIJCOSX wB97M-V def2-TZVPD def2/J DEFGRID3
* xyz 0 1
C 0.752 -0.242 1.283
C 0.359 -1.022 0.276
N -0.289 -0.618 -0.865
O -0.209 0.788 -1.158
N -1.268 1.579 -0.495
O -1.435 2.617 -1.006
H 0.650 0.922 1.398
H 1.073 -0.861 2.091
H 0.431 -2.060 0.198
H -0.065 -1.103 -1.723
*
```